Computed, not measured: the molecule C4H8O4 at a distorted geometry, with ωB97M-V with the def2-TZVPD basis set.

The geometry in XYZ format:
```
16
Properties=species:S:1:pos:R:3:forces:R:3:nbo_charge:R:1
O -1.328393 -1.488263 -0.561125 0.2 -0.5 0.6 -0.68
O -0.738754 1.340438 -0.773568 -2.4 0.2 0.8 -0.76
O -2.588161 -0.010894 0.574163 1.0 -1.3 0.3 -0.67
O -0.472428 -0.387778 1.212562 -0.3 -0.4 0.1 -0.52
C -1.521829 -0.611602 0.427482 -1.5 1.2 -0.5 1.02
C 0.437241 1.450867 -0.016398 -0.2 -0.1 0.7 -0.08
C 0.767809 0.093138 0.651313 0.2 0.3 -0.5 0.08
C 1.436442 -0.886933 -0.299987 -0.2 0.0 0.2 -0.65
H 1.251829 1.727044 -0.690678 -0.1 0.0 0.0 0.18
H 1.418547 -1.891806 0.116456 0.1 -0.1 0.0 0.22
H 1.393092 0.252719 1.533406 -0.1 -0.1 -0.1 0.20
H -1.631460 1.302159 -0.196570 3.1 0.5 -1.5 0.51
H -2.163932 -1.620337 -1.031174 0.0 0.3 0.1 0.51
H 0.337136 2.220616 0.758097 0.1 0.0 -0.1 0.17
H 2.472760 -0.585780 -0.442933 0.0 0.0 0.0 0.22
H 0.930102 -0.903589 -1.261045 0.0 0.0 -0.1 0.23
```
Forces are in eV/Å.

Values from the calculation:
molar mass: 120.1 g mol⁻¹
SMILES: C[C@@H](CO)OC(=O)O
Kohn-Sham gap: 10.91 eV
energy relative to the best compared isomer or geometry (same formula, charge and spin): 176.2 kJ/mol